No. 1
This record from the Open Molecules 2025 dataset describes a 12-piece molecular cluster, C4H32NO12S overall. The level of theory is wB97M-V/def2-TZVPD.

Element x y z (Å)
S  2.536  -2.707  0.810
O  -1.142  -3.789  -1.359
O  1.985  -0.019  -1.525
O  0.464  2.021  -1.729
O  -0.060  3.194  3.273
O  1.205  -1.142  -3.930
O  2.260  2.254  0.293
O  -0.715  -0.762  -1.185
O  -0.418  4.153  -0.942
O  -1.279  -3.244  2.058
O  -3.239  0.129  3.444
O  -1.048  1.585  -3.712
O  -2.960  2.936  -2.336
N  -1.186  -0.546  1.126
C  0.108  -0.193  1.736
C  0.751  -1.272  2.615
C  -1.373  0.016  -0.186
C  2.221  -1.516  2.156
H  0.100  -0.365  -1.500
H  0.297  -2.264  2.560
H  -2.496  2.566  -1.596
H  0.749  -0.972  3.672
H  -0.762  2.679  2.876
H  1.433  0.835  -1.576
H  -1.743  -3.309  1.183
H  1.111  2.424  -2.327
H  -1.006  1.061  -0.204
H  -2.437  -0.163  -0.386
H  -0.085  3.188  -1.325
H  -2.383  3.139  -3.072
H  -3.124  -0.574  4.072
H  2.010  -2.135  -0.319
H  -2.568  -0.123  2.781
H  2.362  0.078  -0.637
H  -0.559  1.697  -2.758
H  -0.971  3.922  -0.195
H  0.540  -0.507  -4.282
H  1.505  -0.793  -3.082
H  0.657  2.573  3.494
H  -1.893  1.182  -3.493
H  2.085  3.098  0.694
H  2.577  -0.527  1.856
H  -0.098  0.730  2.239
H  1.858  2.336  -0.597
H  -0.777  -3.001  -0.999
H  -1.124  -4.179  2.212
H  -1.171  -3.811  -2.349
H  0.825  0.150  0.999
H  -1.593  -1.435  1.267
H  2.753  -1.879  3.069

Calculated values
Net charge ... -1
Molar mass ... 318.362 g/mol
Kohn-Sham gap ... 0.325 Ha
Electronic energy ... -41564.079 eV
Relative energy (zero: lowest compared OMol25 entry of this formula, charge and spin) ... 78.43 kcal/mol

=====

No. 2
This record from the Open Molecules 2025 dataset describes one molecule with the formula C2H2N6. The level of theory is wB97M-V/def2-TZVPD.

Element x y z (Å)
N  0.452  -1.751  -0.447
N  -0.618  -1.257  -0.805
N  -0.118  1.086  -0.456
N  -2.142  -0.228  0.597
N  1.305  -1.187  0.680
N  1.924  -0.026  0.357
C  -1.014  -0.008  -0.023
C  1.092  0.906  -0.276
H  -2.467  0.636  0.890
H  1.587  1.828  -0.517

Calculated values
Net charge ... 0
Molar mass ... 110.080 g/mol
Kohn-Sham gap ... 0.283 Ha
Electronic energy ... -11040.622 eV
Relative energy (zero: lowest compared OMol25 entry of this formula, charge and spin) ... 75.72 kcal/mol
SMILES string ... [H]/N=c1\ncnnnn1

=====

No. 3
This record from the Open Molecules 2025 dataset describes a 2-piece molecular cluster, C4H7N2S overall. The level of theory is wB97M-V/def2-TZVPD.

Element x y z (Å)
S  0.716  -0.481  -0.702
N  -0.113  -3.531  -1.936
N  0.075  1.968  0.333
C  -0.657  -2.737  -1.103
C  -0.186  3.099  1.150
C  0.357  0.913  -0.128
C  0.567  3.202  2.251
H  -1.044  3.648  0.846
H  0.685  -4.110  -1.708
H  1.489  2.636  2.393
H  -0.333  -3.765  -2.895
H  -0.537  -2.794  -0.088
H  0.256  3.854  3.075
H  -1.274  -1.902  -1.488

Calculated values
Net charge ... +1
Molar mass ... 115.181 g/mol
Kohn-Sham gap ... 0.266 Ha
Electronic energy ... -18067.737 eV
Relative energy (zero: lowest compared OMol25 entry of this formula, charge and spin) ... 61.23 kcal/mol

=====

No. 4
This record from the Open Molecules 2025 dataset describes a 14-piece molecular cluster, C16H60N16O14 overall. The level of theory is wB97M-V/def2-TZVPD.

Element x y z (Å)
O  0.634  -2.484  5.758
O  -0.789  0.275  -0.282
O  -0.525  5.235  -0.773
O  -5.330  -3.582  -0.071
O  5.777  2.694  -0.789
O  2.840  1.563  -2.343
O  1.946  2.267  2.885
O  -0.698  -1.708  -1.893
O  2.172  -2.841  0.297
O  -5.594  1.160  -0.824
O  -2.379  0.419  -5.548
O  -0.458  -2.975  2.823
O  0.243  0.938  -3.130
O  -1.053  1.778  3.300
N  3.399  0.664  1.810
N  -0.431  -0.785  4.544
N  -3.802  2.539  -0.629
N  -0.394  3.755  1.228
N  -4.649  -3.133  -2.175
N  -3.549  0.407  -0.198
N  2.074  -0.001  3.343
N  2.303  -2.583  2.617
N  -3.486  -2.287  -0.448
N  3.612  2.800  0.104
N  -0.463  -3.394  -3.613
N  -1.100  2.861  -0.660
N  5.047  4.412  0.554
N  1.104  -3.279  -2.222
N  -0.433  -0.536  6.680
N  4.037  -2.000  1.456
C  -1.314  2.466  4.438
C  0.248  0.344  -4.416
C  2.856  -2.528  1.438
C  4.840  3.270  -0.003
C  -4.317  1.384  -0.597
C  2.475  1.007  2.697
C  -3.581  0.443  -4.866
C  3.524  0.397  -2.619
C  -0.034  -2.741  -2.620
C  -3.433  -0.144  -3.489
C  3.027  -0.694  -1.757
C  -4.513  -2.982  -0.877
C  -0.811  -2.990  1.432
C  -0.036  -1.276  5.644
C  0.283  0.374  0.583
C  -0.608  3.952  -0.088
H  -2.525  0.446  -0.249
H  -2.624  -2.120  -0.900
H  -3.437  -2.184  0.597
H  4.276  4.961  1.012
H  1.274  -0.013  3.951
H  0.174  4.507  1.634
H  1.784  -3.769  -2.806
H  4.597  0.439  -2.498
H  1.065  -0.387  0.465
H  -0.555  2.869  1.730
H  0.043  -4.091  -4.109
H  2.900  -2.690  3.494
H  -0.517  -0.431  -4.383
H  1.259  0.039  -4.674
H  -1.282  -3.087  3.306
H  3.233  0.140  -3.626
H  -1.285  1.755  5.287
H  6.003  4.749  0.953
H  -0.929  1.951  -0.289
H  -1.412  2.951  -1.674
H  -1.368  -3.132  -4.084
H  -3.071  -1.195  -3.592
H  -1.058  -1.940  1.163
H  3.549  1.424  1.123
H  -1.413  -0.528  4.562
H  -3.943  1.434  -4.944
H  3.612  -1.590  -2.061
H  0.814  1.262  0.263
H  1.272  -2.867  2.593
H  -0.481  -0.141  -1.067
H  -0.022  1.112  -5.181
H  -0.005  -3.531  0.835
H  -0.269  -1.509  3.829
H  2.905  3.371  0.485
H  -4.242  -0.193  -5.390
H  -4.050  -2.782  -2.873
H  4.546  -2.119  0.551
H  -2.800  2.790  -0.535
H  3.054  2.261  -3.019
H  -0.641  0.995  3.566
H  4.745  -1.770  2.256
H  -2.282  2.890  4.483
H  -5.400  -3.670  -2.551
H  -0.657  3.282  4.476
H  -3.850  -0.559  -0.432
H  -1.672  -3.519  1.199
H  -2.648  0.234  -2.856
H  2.288  -0.984  3.000
H  -0.057  -0.725  7.639
H  -4.476  3.256  -0.838
H  -1.203  0.072  6.605
H  -2.239  1.277  -6.007
H  1.963  -0.870  -1.875
H  1.462  -2.997  -1.272
H  3.403  2.071  -0.663
H  1.132  0.858  -2.760
H  -4.376  -0.070  -2.940
H  3.566  -0.339  1.536
H  -0.055  0.430  1.592
H  3.265  -0.482  -0.738

Calculated values
Net charge ... 0
Molar mass ... 700.754 g/mol
Kohn-Sham gap ... 0.287 Ha
Electronic energy ... -70067.975 eV
Relative energy (zero: lowest compared OMol25 entry of this formula, charge and spin) ... 145.72 kcal/mol

=====

No. 5
This record from the Open Molecules 2025 dataset describes a 2-piece molecular cluster, C4H3O2 overall. The level of theory is wB97M-V/def2-TZVPD.

Element x y z (Å)
O  2.404  0.070  -0.206
O  0.478  1.273  0.228
C  -0.641  1.872  0.035
C  1.331  0.397  0.029
C  -0.371  -2.636  0.138
C  -0.166  -1.504  -0.093
H  -1.322  2.267  0.807
H  -0.873  1.836  -0.991
H  -0.840  -3.575  0.054

Calculated values
Net charge ... +1
Molar mass ... 83.066 g/mol
Kohn-Sham gap (alpha / beta) ... 0.206 / 0.372 Ha
Electronic energy ... -8273.781 eV
Relative energy (zero: lowest compared OMol25 entry of this formula, charge and spin) ... 180.69 kcal/mol

=====

No. 6
This record from the Open Molecules 2025 dataset describes a 2-piece molecular cluster, C2H4NO2 overall. The level of theory is wB97M-V/def2-TZVPD.

Element x y z (Å)
O  2.454  -1.586  0.435
O  -1.267  -0.403  -0.489
N  2.319  -1.109  -0.752
C  -0.723  0.382  0.605
C  -0.063  0.385  -0.677
H  1.389  -1.416  -1.008
H  -1.378  1.103  1.024
H  -0.469  -0.233  1.504
H  -0.060  1.316  -1.282

Calculated values
Net charge ... -1
Molar mass ... 74.059 g/mol
Kohn-Sham gap (alpha / beta) ... 0.251 / 0.219 Ha
Electronic energy ... -7718.114 eV
Relative energy (zero: lowest compared OMol25 entry of this formula, charge and spin) ... 172.92 kcal/mol